A structure of composition C63H51As2GaN2O2Te. Source: the OMol25 dataset; level of theory: ωB97M-V/def2-TZVPD.

CARTESIAN COORDINATES (ANGSTROEM)
1 Ga -1.053 0.899 -0.269
2 O 2.658 -0.240 0.431
3 C 1.617 0.285 0.086
4 O 0.429 -0.085 0.411
5 C 1.658 1.518 -0.801
6 C 2.888 2.018 -1.257
7 C 2.886 3.157 -2.002
8 C 1.664 3.812 -2.283
9 C 1.602 5.024 -3.010
10 C 0.403 5.637 -3.233
11 C -0.788 5.058 -2.747
12 C -0.760 3.882 -2.054
13 C 0.467 3.239 -1.802
14 N 0.498 2.082 -1.070
15 H 3.782 1.468 -1.000
16 H 3.809 3.577 -2.383
17 H 2.525 5.459 -3.373
18 H 0.362 6.571 -3.777
19 H -1.733 5.557 -2.914
20 H -1.669 3.455 -1.662
21 C -1.929 1.861 1.245
22 C -1.819 3.344 1.184
23 C -0.612 3.972 1.505
24 C -0.457 5.336 1.354
25 C -1.521 6.109 0.890
26 C -2.746 5.505 0.613
27 C -2.888 4.137 0.761
28 C -1.354 7.520 0.685
29 N -1.212 8.647 0.503
30 H -2.965 1.536 1.345
31 H -1.367 1.474 2.102
32 H 0.216 3.373 1.870
33 H 0.487 5.809 1.591
34 H -3.578 6.112 0.278
35 H -3.843 3.674 0.541
36 C 1.618 3.860 4.100
37 C 2.385 3.010 3.313
38 C 2.057 1.665 3.215
39 C 0.972 1.149 3.924
40 C 0.214 2.003 4.718
41 C 0.531 3.354 4.797
42 As 0.573 -0.755 3.678
43 C -0.475 -1.096 5.277
44 C -1.823 -0.826 5.466
45 C -2.437 -1.189 6.658
46 C -1.706 -1.838 7.645
47 C -0.362 -2.121 7.456
48 C 0.265 -1.745 6.273
49 C 1.686 -1.969 5.937
50 C 2.634 -2.581 6.751
51 C 3.940 -2.717 6.304
52 C 4.310 -2.253 5.047
53 C 3.368 -1.650 4.223
54 C 2.066 -1.503 4.675
55 H 1.869 4.911 4.173
56 H 3.244 3.394 2.775
57 H 2.662 1.012 2.600
58 H -0.624 1.616 5.286
59 H -0.069 4.010 5.415
60 H -2.399 -0.336 4.689
61 H -3.487 -0.974 6.813
62 H -2.191 -2.129 8.569
63 H 0.192 -2.632 8.233
64 H 2.361 -2.951 7.731
65 H 4.677 -3.191 6.940
66 H 5.332 -2.367 4.707
67 H 3.651 -1.303 3.235
68 C -7.907 -0.393 -3.945
69 C -6.497 -0.472 -3.425
70 C -5.792 0.669 -3.076
71 C -4.483 0.608 -2.606
72 C -3.762 1.887 -2.302
73 C -3.863 -0.633 -2.464
74 Te -1.858 -0.935 -1.823
75 C -4.552 -1.803 -2.823
76 C -3.926 -3.170 -2.730
77 C -5.855 -1.696 -3.296
78 H -8.320 0.606 -3.812
79 H -8.557 -1.100 -3.427
80 H -7.946 -0.632 -5.010
81 H -6.268 1.639 -3.178
82 H -4.389 2.754 -2.510
83 H -2.859 1.959 -2.914
84 H -3.463 1.937 -1.251
85 H -3.549 -3.373 -1.725
86 H -3.077 -3.274 -3.411
87 H -4.654 -3.939 -2.982
88 H -6.384 -2.604 -3.568
89 C -0.915 -5.509 -4.554
90 C -0.343 -4.384 -5.130
91 C 0.399 -3.501 -4.354
92 C 0.579 -3.737 -2.995
93 C -0.006 -4.865 -2.423
94 C -0.744 -5.747 -3.197
95 As 1.424 -2.438 -1.800
96 C 2.575 -1.481 -3.057
97 C 1.977 -0.444 -3.773
98 C 2.720 0.336 -4.649
99 C 4.080 0.104 -4.796
100 C 4.688 -0.911 -4.069
101 C 3.940 -1.701 -3.205
102 C 2.698 -3.603 -0.901
103 C 3.009 -3.283 0.418
104 C 3.902 -4.068 1.137
105 C 4.486 -5.176 0.541
106 C 4.178 -5.501 -0.775
107 C 3.286 -4.718 -1.493
108 H -1.491 -6.197 -5.159
109 H -0.471 -4.191 -6.188
110 H 0.841 -2.630 -4.819
111 H 0.116 -5.059 -1.363
112 H -1.189 -6.621 -2.738
113 H 0.915 -0.246 -3.648
114 H 2.238 1.128 -5.208
115 H 4.666 0.712 -5.474
116 H 5.750 -1.093 -4.176
117 H 4.427 -2.487 -2.642
118 H 2.557 -2.411 0.881
119 H 4.132 -3.814 2.165
120 H 5.178 -5.791 1.102
121 H 4.631 -6.367 -1.240
122 H 3.038 -4.981 -2.515

Results
Charge   0
ΔE to the lowest compared entry with this formula, charge and spin   6.1 kJ/mol
Strongest force on any atom   0.24 eV/Å
DFT total energy   -254583.726 eV
Orbital gap   0.244 Ha

---

A cluster of 2 separate species, C2H3N2O2 in total at a distorted geometry. Source: the OMol25 dataset; level of theory: ωB97M-V/def2-TZVPD.

CARTESIAN COORDINATES (ANGSTROEM)
1 C 1.775 0.429 -1.208
2 C 1.288 0.364 0.021
3 N 0.938 0.567 1.156
4 N -2.303 -0.655 0.395
5 O -3.502 -0.993 0.309
6 O -2.018 -0.042 1.490
7 H 2.361 -0.389 -1.664
8 H 1.252 0.800 -2.083
9 H 0.209 -0.081 1.582

Results
Charge   -1
ΔE to the lowest compared entry with this formula, charge and spin   259.1 kJ/mol
Strongest force on any atom   2.11 eV/Å
DFT total energy   -9195.019 eV
Orbital gap   0.273 Ha

---

A cluster of 2 separate species, C3H9NO2 in total at a distorted geometry. Source: the OMol25 dataset; level of theory: ωB97M-V/def2-TZVPD.

CARTESIAN COORDINATES (ANGSTROEM)
1 C -0.638 -1.051 -0.067
2 N -1.096 -0.680 1.235
3 O -0.734 -2.426 -0.357
4 O -1.382 -0.301 -0.979
5 H -1.012 -0.425 -1.860
6 H -1.672 -2.671 -0.374
7 H 0.957 0.435 0.653
8 H -2.108 -0.613 1.262
9 H -0.764 -1.333 1.933
10 C 1.664 1.307 0.381
11 C 1.355 2.107 -0.623
12 H 0.401 2.023 -1.123
13 H 2.015 2.883 -0.983
14 H 2.494 1.518 1.041
15 H 0.519 -0.775 -0.139

Results
Charge   0
ΔE to the lowest compared entry with this formula, charge and spin   225.3 kJ/mol
Strongest force on any atom   2.87 eV/Å
DFT total energy   -8840.621 eV
Orbital gap   0.388 Ha

---

A cluster of 2 separate species, C2H5O2 in total at a distorted geometry. Source: the OMol25 dataset; level of theory: ωB97M-V/def2-TZVPD.

CARTESIAN COORDINATES (ANGSTROEM)
1 O -0.998 1.227 2.082
2 H -0.042 1.247 1.955
3 O -1.012 0.558 -0.445
4 C 0.189 0.095 -0.701
5 C 0.560 -1.291 -0.937
6 H 0.977 0.867 -0.855
7 H -0.175 -2.035 -1.340
8 H 1.655 -1.567 -0.908
9 H -1.154 0.899 1.148

Results
Charge   -1
ΔE to the lowest compared entry with this formula, charge and spin   132.3 kJ/mol
Strongest force on any atom   2.87 eV/Å
DFT total energy   -6249.767 eV
Orbital gap   0.272 Ha

---

An isolated molecule of C27H30N4 at a distorted geometry. Source: the OMol25 dataset; level of theory: ωB97M-V/def2-TZVPD.

CARTESIAN COORDINATES (ANGSTROEM)
1 C 1.157 -3.057 -1.916
2 C -0.319 -2.911 -1.992
3 N -1.027 -3.933 -2.469
4 C -2.316 -3.545 -2.582
5 C -3.336 -4.541 -2.947
6 C -2.419 -2.214 -2.206
7 N -1.171 -1.814 -1.788
8 H 1.728 -2.117 -1.888
9 H 1.442 -3.730 -1.088
10 H 1.330 -3.613 -2.852
11 H -4.305 -4.060 -3.112
12 H -3.050 -5.091 -3.860
13 H -3.487 -5.259 -2.123
14 H -3.318 -1.648 -2.031
15 C -2.045 2.208 -4.955
16 N -1.444 1.772 -3.714
17 C -1.680 0.595 -3.040
18 C -0.956 0.555 -1.854
19 C -1.075 -0.632 -0.936
20 C -0.245 -0.595 0.389
21 C 1.104 -0.316 0.423
22 C 1.745 -0.018 1.628
23 C 1.022 -0.021 2.849
24 N 1.688 0.176 4.027
25 C 3.131 0.111 4.054
26 C 3.747 0.829 2.867
27 C 3.199 0.277 1.559
28 C 1.069 -0.131 5.295
29 C -0.364 0.356 5.322
30 C -1.152 -0.204 4.124
31 C -0.381 -0.224 2.828
32 C -0.969 -0.518 1.599
33 C -0.309 1.880 -1.732
34 C 0.379 2.639 -0.772
35 C 0.899 3.905 -1.131
36 C 0.661 4.493 -2.380
37 C -0.105 3.809 -3.328
38 C -0.568 2.547 -2.974
39 H -1.498 3.089 -5.303
40 H -1.992 1.420 -5.716
41 H -3.098 2.506 -4.843
42 H -2.397 -0.126 -3.430
43 H -2.062 -0.529 -0.429
44 H 1.696 -0.330 -0.495
45 H 3.442 0.575 4.995
46 H 3.457 -0.946 4.053
47 H 3.526 1.901 2.940
48 H 4.830 0.691 2.894
49 H 3.706 -0.664 1.292
50 H 3.388 0.979 0.732
51 H 1.097 -1.222 5.476
52 H 1.681 0.363 6.058
53 H -0.806 0.030 6.269
54 H -0.363 1.453 5.313
55 H -1.457 -1.233 4.383
56 H -2.083 0.369 4.027
57 H -2.037 -0.718 1.575
58 H 0.456 2.282 0.255
59 H 1.493 4.452 -0.399
60 H 1.080 5.474 -2.629
61 H -0.318 4.223 -4.311

Results
Charge   0
Strongest force on any atom   2.06 eV/Å
DFT total energy   -34446.391 eV
Orbital gap   0.300 Ha

---

A cluster of 6 separate species, C24H40O10 in total at a distorted geometry. Source: the OMol25 dataset; level of theory: ωB97M-V/def2-TZVPD.

CARTESIAN COORDINATES (ANGSTROEM)
1 C 2.213 2.666 1.181
2 C 0.797 2.880 1.720
3 C 0.141 1.545 1.394
4 O 0.755 1.130 0.169
5 C 1.909 1.920 -0.115
6 H 2.779 2.026 1.863
7 H 2.769 3.595 1.061
8 H 0.341 3.650 1.088
9 H 0.728 3.195 2.759
10 H -0.936 1.656 1.283
11 H 0.389 0.804 2.161
12 H 1.803 2.537 -1.011
13 H 2.714 1.210 -0.329
14 C 2.367 -2.989 3.899
15 C 1.701 -1.896 3.009
16 C 1.877 -2.448 1.592
17 O 3.007 -3.321 1.674
18 C 2.824 -4.043 2.889
19 H 1.702 -3.406 4.656
20 H 3.215 -2.563 4.436
21 H 2.204 -0.950 3.201
22 H 0.651 -1.769 3.279
23 H 2.153 -1.696 0.854
24 H 0.999 -3.008 1.255
25 H 3.773 -4.512 3.135
26 H 2.040 -4.797 2.743
27 O 3.953 1.329 -4.363
28 C 4.717 1.589 -3.487
29 O 4.347 1.531 -2.184
30 C 5.442 1.753 -1.291
31 C 6.680 2.070 -2.152
32 C 6.152 2.029 -3.612
33 H 5.564 0.893 -0.637
34 H 5.174 2.615 -0.677
35 H 7.457 1.314 -2.032
36 H 7.127 3.026 -1.897
37 H 6.744 1.402 -4.266
38 H 6.148 3.058 -3.974
39 O -5.816 1.727 -4.358
40 C -5.984 1.641 -3.177
41 O -6.360 0.477 -2.597
42 C -6.201 0.531 -1.173
43 C -5.427 1.820 -0.895
44 C -5.761 2.685 -2.097
45 H -5.613 -0.340 -0.888
46 H -7.164 0.495 -0.663
47 H -4.363 1.640 -0.747
48 H -5.745 2.289 0.041
49 H -4.965 3.360 -2.393
50 H -6.694 3.225 -1.933
51 O -4.797 -4.728 2.960
52 C -4.247 -3.682 2.799
53 O -4.891 -2.500 3.007
54 C -3.983 -1.397 2.850
55 C -2.831 -1.920 2.000
56 C -2.811 -3.404 2.373
57 H -3.616 -1.127 3.843
58 H -4.500 -0.554 2.402
59 H -1.903 -1.447 2.330
60 H -2.908 -1.769 0.925
61 H -2.216 -3.574 3.275
62 H -2.526 -4.088 1.582
63 O -2.701 -0.254 -1.445
64 C -1.555 -0.370 -1.797
65 O -0.746 -1.344 -1.400
66 C 0.591 -1.142 -1.947
67 C 0.456 -0.132 -3.086
68 C -0.881 0.561 -2.776
69 H 1.093 -2.087 -2.130
70 H 1.116 -0.710 -1.092
71 H 0.432 -0.681 -4.026
72 H 1.314 0.537 -3.096
73 H -1.447 0.720 -3.688
74 H -0.772 1.514 -2.255

Results
Charge   0
ΔE to the lowest compared entry with this formula, charge and spin   0.0 kJ/mol
Strongest force on any atom   1.63 eV/Å
DFT total energy   -46011.589 eV
Orbital gap   0.373 Ha

---

A cluster of 5 separate species, C15H35N5O5 in total at a distorted geometry. Source: the OMol25 dataset; level of theory: ωB97M-V/def2-TZVPD.

CARTESIAN COORDINATES (ANGSTROEM)
1 C 2.218 -0.731 2.762
2 O 2.534 -0.360 1.619
3 N 1.816 -1.945 3.089
4 C 1.813 -3.034 2.139
5 C 1.022 -2.005 4.347
6 H 2.196 -0.047 3.625
7 H 0.788 -2.988 1.773
8 H 2.065 -3.914 2.731
9 H 2.341 -2.831 1.207
10 H 1.528 -2.777 4.927
11 H 0.875 -1.146 5.002
12 H 0.033 -2.341 4.034
13 C -2.178 6.369 3.316
14 O -2.137 6.667 4.556
15 N -2.447 5.167 2.746
16 C -2.247 4.830 1.315
17 C -2.405 3.979 3.644
18 H -2.071 7.180 2.579
19 H -2.458 3.834 0.927
20 H -1.199 4.872 1.015
21 H -2.688 5.485 0.564
22 H -2.430 4.279 4.692
23 H -3.245 3.345 3.363
24 H -1.513 3.397 3.413
25 C 5.586 -2.030 0.051
26 O 6.407 -1.617 0.878
27 N 5.379 -3.294 -0.335
28 C 4.205 -3.537 -1.274
29 C 6.354 -4.354 -0.017
30 H 5.010 -1.298 -0.537
31 H 3.860 -4.571 -1.242
32 H 4.613 -3.552 -2.285
33 H 3.395 -2.808 -1.263
34 H 7.223 -3.878 0.438
35 H 5.728 -5.010 0.587
36 H 6.758 -4.810 -0.921
37 C 0.680 1.348 -0.125
38 O 0.324 2.416 0.331
39 N 0.048 0.392 -0.902
40 C -1.228 0.740 -1.535
41 C 0.672 -0.818 -1.396
42 H 1.656 0.960 0.204
43 H -1.561 1.712 -1.173
44 H -2.118 0.124 -1.406
45 H -1.079 0.855 -2.609
46 H 0.709 -1.416 -0.485
47 H -0.012 -1.306 -2.091
48 H 1.612 -0.613 -1.908
49 C -3.252 0.230 -4.698
50 O -2.517 -0.766 -4.618
51 N -4.566 0.106 -4.315
52 C -5.504 1.239 -4.249
53 C -5.036 -1.196 -3.835
54 H -2.973 1.282 -4.865
55 H -5.410 1.606 -3.226
56 H -6.529 1.108 -4.594
57 H -5.074 2.048 -4.840
58 H -5.038 -1.207 -2.745
59 H -6.077 -1.357 -4.115
60 H -4.457 -2.012 -4.269

Results
Charge   0
ΔE to the lowest compared entry with this formula, charge and spin   481.0 kJ/mol
Strongest force on any atom   4.07 eV/Å
DFT total energy   -33807.918 eV
Orbital gap   0.346 Ha

---

An isolated molecule of C5H6O at a distorted geometry. Source: the OMol25 dataset; level of theory: ωB97M-V/def2-TZVPD.

CARTESIAN COORDINATES (ANGSTROEM)
1 O -0.989 -1.617 -0.028
2 C 0.276 -1.142 0.279
3 C 1.041 -0.348 -0.721
4 C 0.539 0.288 0.600
5 C -0.555 1.174 0.530
6 C -1.375 1.822 -0.029
7 H -1.594 -0.864 -0.093
8 H 0.819 -1.826 0.903
9 H 0.563 -0.178 -1.692
10 H 2.120 -0.449 -0.759
11 H 1.242 0.591 1.358
12 H -2.050 2.548 -0.362

Results
Charge   0
ΔE to the lowest compared entry with this formula, charge and spin   282.1 kJ/mol
Strongest force on any atom   1.89 eV/Å
DFT total energy   -7326.361 eV
Orbital gap   0.389 Ha